Density functional theory data (ωB97M-V with the def2-TZVPD basis set) for a molecular structure, C5H19N7O2PdTe.

XYZ file:
```
35
Properties=species:S:1:pos:R:3:forces:R:3
Pd 0.04142 -0.40970 0.28188 -0.2 0.5 0.4
N 2.70844 0.39176 0.70678 -0.1 -0.1 0.0
N 2.87328 0.56266 2.08282 -0.1 0.1 0.1
C 1.89568 0.26326 2.96549 0.1 -0.1 0.0
N 2.16975 0.40825 4.24718 0.0 0.0 0.1
N 0.74442 -0.17191 2.42962 -0.1 0.0 0.0
N -0.27769 -0.63250 3.23861 -0.6 0.4 0.3
O -1.23292 -1.07508 2.60589 0.4 -0.1 0.0
O -0.25993 -0.54161 4.44901 0.3 -0.1 -0.4
H 3.42032 -0.24524 0.37370 0.1 -0.1 -0.1
H 2.84829 1.28201 0.24899 0.0 0.1 -0.1
H 3.74555 0.93080 2.42521 0.1 0.0 0.1
H 3.07369 0.71603 4.57057 0.0 0.0 -0.1
H 1.45272 0.18838 4.91923 -0.1 0.0 0.1
N -2.18430 -0.41251 -0.32166 0.4 0.2 0.1
C -2.52792 0.92830 -0.84176 -0.1 -0.1 0.0
C -1.81013 1.96988 -0.02860 0.2 0.0 0.1
N -0.34529 1.75663 -0.15738 0.0 -0.3 0.0
H -2.57595 -1.13828 -0.90564 0.0 -0.1 -0.1
H -2.55356 -0.54385 0.61273 -0.2 0.0 0.2
H -3.60000 1.11437 -0.80942 -0.1 -0.1 0.0
H -2.21492 0.98311 -1.88294 0.0 0.0 -0.1
H -2.07522 1.86559 1.02298 0.0 0.0 0.1
H -2.10018 2.96812 -0.34882 0.0 0.1 0.0
H 0.15762 2.40937 0.43237 0.1 0.0 0.1
H -0.05207 1.93574 -1.11051 0.0 0.1 -0.2
C -1.06461 -3.65191 -0.22902 0.0 0.1 -0.1
Te 0.48147 -2.54423 -1.17944 0.1 -0.3 -0.5
C 2.01735 -3.25336 0.10369 0.1 0.0 0.0
H -0.77070 -4.69755 -0.24923 0.0 0.0 0.0
H -1.97748 -3.52243 -0.80409 0.0 0.0 0.0
H -1.18818 -3.30231 0.79097 0.0 0.0 0.1
H 2.00162 -4.34003 0.06346 0.0 0.0 0.0
H 1.84351 -2.90850 1.11831 0.0 0.0 0.1
H 2.96761 -2.89084 -0.28169 0.0 0.0 0.0
```
Positions in Å, forces in eV/Å.

Values from the calculation:
Total charge: +2
2S+1: 3
Kohn-Sham gap (alpha / beta): 0.333 / 0.262 Ha
E_LUMO (alpha / beta): -0.226 / -0.325 Ha

Density functional theory data (ωB97M-V with the def2-TZVPD basis set) for 2 unconnected molecules or ions with the total composition C2H5IN2OS at a distorted geometry.

XYZ file:
```
12
Properties=species:S:1:pos:R:3:forces:R:3
O -1.71850 0.77712 -1.73550 2.0 0.5 -0.4
S -0.24584 0.97904 -2.69322 -3.0 0.8 -0.7
N 0.96138 0.38706 -2.00797 1.8 -1.2 0.6
C 1.51987 -0.30409 -1.12761 1.7 2.0 -2.9
I 3.61984 -0.37579 -1.21807 0.0 -0.3 0.2
H -1.45365 1.44164 -1.07454 -0.9 -0.3 0.2
H 1.01857 -0.68296 -0.34780 -1.5 -1.6 3.0
C -0.53620 -0.25866 2.30810 -0.4 0.0 0.1
N -0.68917 -0.71265 1.12722 -0.5 -0.6 1.1
H -1.29959 -0.15785 3.11101 0.1 -0.5 -0.7
H 0.43598 0.08999 2.65047 0.2 0.3 -0.4
H -1.61270 -1.18285 1.00792 0.6 0.9 0.0
```
Positions in Å, forces in eV/Å.

Values from the calculation:
SMILES: OS/N=C/I.C=N
Total charge: 0
2S+1: 1
Kohn-Sham gap: 0.331 Ha
ΔE to the lowest compared entry with this formula, charge and spin: 1.843 eV
E_LUMO: 0.020 Ha

Density functional theory data (ωB97M-V with the def2-TZVPD basis set) for CH2N4O in the gas phase at a distorted geometry.

XYZ file:
```
8
Properties=species:S:1:pos:R:3:forces:R:3
N 0.67552 -0.56376 -1.07836 -1.8 6.2 -4.9
C -0.03627 -0.05428 -0.08577 -1.0 -0.4 2.7
N -0.63944 1.20726 0.01481 1.8 0.1 0.3
N -0.75910 1.51133 1.26653 0.5 -4.8 -2.8
O -0.39850 0.22068 1.83567 -2.5 4.6 8.5
N -0.03170 -0.70433 1.11602 0.9 0.7 -5.7
H 0.86388 -1.46763 -1.05529 0.9 -4.9 0.0
H 0.32561 -0.14928 -2.01361 1.2 -1.4 1.8
```
Positions in Å, forces in eV/Å.

Values from the calculation:
SMILES: Nc1nnon1
Total charge: 0
2S+1: 1
Kohn-Sham gap: 0.350 Ha
ΔE to the lowest compared entry with this formula, charge and spin: 3.261 eV
E_LUMO: 0.012 Ha

Density functional theory data (ωB97M-V with the def2-TZVPD basis set) for 10 unconnected molecules or ions with the total composition C40H110N10O10 at a distorted geometry.

XYZ file:
```
170
Properties=species:S:1:pos:R:3:forces:R:3
C -15.46746 6.05044 2.72473 0.3 0.0 0.3
O -15.74381 7.42153 2.96586 -0.5 0.0 -1.0
C -15.15594 8.19675 1.93777 0.4 0.4 -0.7
C -15.04686 9.67922 2.27010 1.7 0.0 0.0
C -16.36788 10.27964 2.65248 -1.7 -0.8 0.7
N -14.45822 10.38708 1.11328 -0.5 0.0 0.3
H -14.44091 5.89079 3.07004 -0.1 -0.5 0.0
H -15.52592 5.72709 1.68090 -0.1 0.5 -0.2
H -16.18083 5.41918 3.25181 0.1 0.2 0.4
H -14.16179 7.77998 1.73293 0.3 0.3 0.1
H -15.63903 8.17597 0.94839 -0.7 -0.6 0.2
H -14.29312 9.72006 3.06915 -0.5 0.2 0.5
H -16.99938 10.49694 1.78710 0.3 0.1 -0.2
H -16.47128 11.10472 3.35922 0.9 0.3 -0.3
H -16.93116 9.49922 3.18237 0.0 0.0 0.0
H -13.71796 9.86291 0.65650 0.0 -0.1 0.3
H -14.02961 11.23541 1.51165 0.1 -0.4 -0.4
C -7.17224 12.93954 -1.53078 -0.4 0.6 -0.4
O -8.28362 12.56927 -0.73356 0.8 -0.5 0.7
C -9.17543 13.66114 -0.59745 -0.6 -1.3 -0.7
C -10.39419 13.20294 0.18276 -0.1 0.0 2.4
C -11.43332 12.47307 -0.62597 0.7 -0.5 -1.3
N -11.05499 14.31146 0.91165 -0.2 0.3 -1.4
H -6.33266 12.24836 -1.51573 -0.3 -0.4 0.4
H -6.81632 13.92381 -1.20837 0.1 0.1 -0.1
H -7.51499 13.03707 -2.56620 0.2 0.1 -0.1
H -8.69627 14.47964 -0.05079 0.1 0.3 -0.5
H -9.49633 13.84185 -1.63193 0.1 1.2 0.2
H -10.04026 12.59783 1.03254 0.2 -0.5 -0.5
H -11.92614 13.18643 -1.29673 -0.2 0.0 0.1
H -12.15785 11.82221 -0.14532 0.0 0.4 0.6
H -10.87808 11.78555 -1.27223 -0.2 0.1 -0.2
H -11.54635 14.81011 0.16951 -0.1 0.4 0.4
H -10.38026 14.94848 1.31678 0.0 0.1 -0.1
C -6.45846 17.58096 -6.06580 0.1 -0.5 -0.6
O -6.31251 16.28601 -5.49039 1.3 0.5 -0.1
C -6.12830 15.27492 -6.45455 -1.5 -1.5 0.6
C -5.66208 13.97970 -5.75342 1.4 -0.3 0.1
C -4.22675 14.15736 -5.26693 0.3 0.2 -0.2
N -5.71770 12.76819 -6.60618 -0.7 1.4 -0.4
H -6.15570 18.37423 -5.38607 -0.5 -0.2 0.5
H -7.49011 17.62199 -6.42275 0.0 0.7 0.0
H -5.77008 17.71933 -6.90695 -0.1 -0.3 -0.2
H -7.11707 15.03300 -6.87602 0.0 0.2 -0.3
H -5.47671 15.51813 -7.29794 0.3 0.3 0.2
H -6.23383 13.72653 -4.85701 -0.5 0.4 -0.2
H -3.75755 13.19741 -5.05196 -0.2 0.0 0.5
H -4.23468 14.83663 -4.41452 0.3 -0.2 0.1
H -3.56828 14.60021 -6.02205 -0.2 0.1 -0.2
H -5.24414 13.02782 -7.47300 0.1 -0.4 0.0
H -6.70207 12.70563 -6.87498 0.1 -0.3 -0.2
C -14.55613 15.70108 0.21683 0.0 -1.0 -0.7
O -14.96348 14.46491 0.76450 -0.5 0.0 0.7
C -16.33102 14.11709 0.52384 0.7 -0.1 -0.1
C -16.44250 13.36964 -0.80798 -0.5 0.1 -0.3
C -17.92633 13.06574 -0.99937 0.0 -0.5 0.1
N -15.63894 12.15782 -0.87238 -0.4 0.5 -0.5
H -13.48608 15.70009 0.41643 0.0 0.6 0.1
H -15.09619 16.57219 0.59859 0.1 -0.1 0.3
H -14.70918 15.66165 -0.86984 0.1 0.3 0.0
H -16.66429 13.44085 1.31501 0.3 0.0 0.1
H -16.95601 15.01154 0.60935 -0.1 0.1 -0.3
H -16.09607 14.03353 -1.60553 0.0 0.1 -0.1
H -18.22994 12.48850 -0.11860 -0.3 0.2 0.1
H -18.19946 12.42019 -1.83498 0.5 0.1 -0.2
H -18.51915 13.97532 -1.09098 0.0 0.0 0.2
H -14.68524 12.34513 -0.59724 0.0 0.0 0.1
H -15.97227 11.42015 -0.26677 0.1 0.0 0.2
C -3.71900 11.11174 -0.40062 0.4 -1.0 1.3
O -3.62520 10.29519 -1.53172 -0.2 0.0 -0.8
C -3.05372 9.02180 -1.21935 0.1 1.1 1.1
C -3.17148 8.04877 -2.38323 1.5 -0.3 1.2
C -2.47164 6.72150 -1.98388 -1.5 0.5 -0.6
N -2.51587 8.58568 -3.55411 -1.3 -0.2 -1.0
H -4.37984 10.59449 0.31144 -0.5 0.6 0.0
H -4.00957 12.13914 -0.59910 -0.3 -0.2 -0.4
H -2.78027 11.15131 0.17602 0.3 0.1 -0.4
H -2.01895 9.26023 -0.92571 0.3 -0.5 -0.5
H -3.45698 8.68236 -0.25248 -0.6 -0.4 -0.3
H -4.21739 7.85359 -2.60476 0.0 0.1 -0.1
H -1.41050 6.94831 -1.93560 0.1 -0.6 0.2
H -2.75774 5.99052 -2.74053 0.7 0.0 -0.3
H -2.90833 6.28272 -1.08567 0.4 0.4 0.4
H -1.53752 8.81396 -3.48931 0.0 0.1 0.4
H -3.06850 9.37484 -3.86306 0.5 0.2 -0.2
C -9.99101 7.48968 4.09964 -0.7 0.9 -0.5
O -9.63378 7.60748 2.74185 -0.1 -0.7 -0.5
C -9.88874 8.83236 2.10661 1.4 1.3 0.5
C -8.97862 8.97969 0.88180 -0.6 0.4 -2.1
C -7.63506 9.67506 1.07126 1.2 -1.8 1.1
N -9.69930 9.66539 -0.21576 -0.7 0.8 0.2
H -9.96166 6.43103 4.33422 0.3 0.1 0.3
H -11.00868 7.86462 4.27060 -0.1 -0.2 -0.1
H -9.36343 8.13386 4.72443 0.3 -0.4 0.1
H -10.91710 9.08156 1.83348 -0.2 -0.7 0.0
H -9.56114 9.63421 2.78750 -0.2 0.1 0.2
H -8.83898 8.01326 0.38965 0.4 -0.4 0.9
H -6.99772 9.41243 0.22389 -0.2 0.6 -0.3
H -7.07467 9.18361 1.88336 -0.3 0.0 0.2
H -7.59495 10.73271 1.32169 -0.6 0.2 -0.4
H -9.51370 9.30753 -1.14211 0.2 -0.3 0.1
H -9.44537 10.64355 -0.26206 0.1 0.0 0.1
C -14.19953 16.06069 4.49510 -0.5 0.3 -0.5
O -14.00547 14.67180 4.61602 0.3 0.2 -0.5
C -12.68906 14.28444 4.22560 0.7 0.5 1.3
C -12.71412 12.82900 3.79971 -0.4 -0.9 -0.1
C -11.48748 11.99663 4.10721 0.7 0.3 -0.3
N -13.08440 12.66057 2.38776 -0.3 0.6 0.1
H -14.52976 16.33173 3.48330 0.2 -0.2 -0.2
H -13.29985 16.64625 4.70060 0.0 -0.1 0.3
H -15.01962 16.37543 5.14050 0.2 -0.1 0.3
H -12.20854 14.97992 3.52510 -0.7 -0.3 -0.9
H -12.01726 14.50994 5.07204 -0.2 -0.7 0.4
H -13.52481 12.29029 4.30373 -0.1 0.7 0.5
H -11.07662 12.10032 5.11330 -0.1 0.4 0.0
H -10.71917 12.28489 3.37930 0.2 -0.3 0.2
H -11.71371 10.93587 4.00152 0.0 0.0 -0.3
H -13.95693 13.18307 2.31316 0.0 -0.1 -0.4
H -12.44440 13.16441 1.76335 -0.1 -0.1 0.5
C -12.41955 18.07620 -2.05137 -0.5 -0.6 0.0
O -11.72628 17.41979 -3.08830 -0.2 -0.7 0.0
C -10.43538 16.94809 -2.71192 -0.3 1.6 -1.8
C -9.71257 16.33600 -3.92031 0.4 -0.6 1.0
C -10.48159 15.10286 -4.38032 -0.2 -0.3 0.4
N -8.38251 15.97074 -3.39071 0.0 -1.1 -0.7
H -12.67660 17.43005 -1.20063 0.7 -0.2 0.1
H -13.42300 18.28764 -2.42154 0.2 0.6 -0.3
H -11.86918 18.95227 -1.70602 -0.2 0.2 0.0
H -9.88176 17.88004 -2.53556 0.4 -0.4 1.0
H -10.50004 16.22324 -1.89900 0.3 0.1 0.2
H -9.54085 17.01005 -4.76371 -0.7 0.5 0.2
H -10.32734 14.28812 -3.66872 0.2 0.1 0.0
H -10.21201 14.71843 -5.36426 0.0 0.2 -0.1
H -11.55376 15.30119 -4.33307 0.0 0.1 -0.4
H -7.92302 16.64120 -2.79041 -0.3 0.4 -0.2
H -7.78040 15.80727 -4.19657 0.2 0.1 0.5
C -10.19241 11.34155 -4.16433 -0.7 -0.7 0.0
O -9.27307 10.30062 -4.38317 0.6 0.6 0.3
C -8.09256 10.69406 -5.07950 -0.5 -1.3 0.3
C -7.05827 9.57440 -4.86087 0.2 1.0 0.0
C -6.48665 9.68574 -3.44963 -1.0 0.0 -0.1
N -6.02242 9.74332 -5.90752 0.1 0.8 0.6
H -11.04627 10.84489 -3.69712 -0.1 0.2 0.0
H -10.55484 11.77280 -5.10471 0.2 0.2 0.0
H -9.84610 12.12258 -3.48150 0.3 0.0 -0.1
H -8.37431 10.77250 -6.13515 0.3 0.1 -0.2
H -7.65137 11.63408 -4.72784 -0.3 0.2 0.1
H -7.61321 8.63425 -4.89197 0.3 -0.2 -0.5
H -6.00977 10.64816 -3.25401 0.2 0.0 -0.2
H -5.80416 8.87248 -3.22418 0.0 0.0 0.0
H -7.37321 9.61523 -2.81154 0.3 -0.1 0.4
H -5.16007 9.95398 -5.40126 0.2 -0.7 -0.1
H -6.15498 10.70816 -6.23038 -0.1 -0.5 -0.5
C -4.94140 14.04770 1.79482 0.1 -1.1 0.2
O -5.79564 14.03768 2.91444 -0.7 0.8 0.0
C -7.15178 13.72612 2.62576 -0.2 0.2 -0.2
C -8.11685 14.91626 2.86555 1.8 0.8 0.3
C -7.72875 16.23031 2.12631 0.7 -1.7 -1.3
N -8.07496 15.35505 4.25793 -0.4 -0.5 1.0
H -5.32186 14.52032 0.88199 -0.1 0.4 0.3
H -4.79386 12.99072 1.52463 0.5 0.2 -0.1
H -4.02022 14.50220 2.15574 0.1 0.0 -0.4
H -7.24989 13.34441 1.60288 0.0 0.0 -0.1
H -7.43729 12.91079 3.29457 -0.1 0.0 0.1
H -9.08270 14.60792 2.47500 -0.3 -0.2 0.8
H -7.05494 16.85551 2.70257 -0.5 0.3 0.3
H -8.62637 16.69499 1.72744 0.2 0.6 0.3
H -7.08725 15.94501 1.28097 -0.3 0.1 -0.3
H -7.12143 15.64543 4.45375 0.0 0.2 -0.3
H -8.19907 14.62649 4.95980 -0.5 -0.2 -0.4
```
Positions in Å, forces in eV/Å.

Values from the calculation:
SMILES: COC[C@H](C)N.COC[C@H](C)N.COC[C@H](C)N.COC[C@H](C)N.COC[C@H](C)N.COC[C@H](C)N.COC[C@H](C)N.COC[C@H](C)N.COC[C@H](C)N.COC[C@H](C)N
Total charge: 0
2S+1: 1
Kohn-Sham gap: 0.313 Ha
ΔE to the lowest compared entry with this formula, charge and spin: 3.394 eV
E_LUMO: 0.012 Ha

Calculated values (eV) of E_tot for the records, taken in order: -30772.9184; -26115.7460; -9073.0375; -78632.3737.